Record 1
Here is a 15-piece molecular cluster, C63H105F6N3O34 overall from the OMol25 dataset. Energies are from ωB97M-V with the def2-TZVPD basis set.

As for the net charge: 0. The HOMO energy is -9.549 eV. As for the multiplicity: 1.

Geometry (Å):
C: 0.5852 2.0675 3.7826
C: 0.8232 2.5447 5.2155
O: 0.0177 3.6858 5.5523
C: -1.1457 3.3229 6.1318
O: -1.5299 2.1995 6.2381
C: -1.8847 4.6646 6.4732
F: -1.2231 5.2415 7.4938
F: -1.8543 5.4566 5.3735
F: -3.0959 4.3609 6.8443
H: 1.3162 1.2941 3.4933
H: 0.7972 2.8946 3.1369
H: -0.4273 1.7031 3.5796
H: 1.8171 2.9498 5.3389
H: 0.6650 1.7085 5.8591
C: 6.0473 1.2053 5.9780
C: 4.6367 1.0902 5.3577
O: 4.4267 2.0299 4.2588
C: 4.8187 1.5741 3.0385
O: 5.3457 0.5096 2.7925
C: 4.6016 2.6300 1.8789
F: 3.4015 3.1757 1.9633
F: 5.5296 3.5854 2.0430
F: 4.7097 1.9708 0.7453
H: 6.2155 2.1848 6.4517
H: 6.9207 0.9778 5.3150
H: 6.1154 0.3255 6.6806
H: 3.8917 1.2179 6.1052
H: 4.5189 0.1000 4.9659
N: -5.5569 -0.8495 -2.8209
C: -5.3810 0.2118 -2.0472
C: -4.3894 1.1779 -2.2710
C: -3.4586 0.8917 -3.2609
C: -3.6032 -0.2495 -4.0010
C: -4.6544 -1.1010 -3.7646
H: -6.1567 0.3165 -1.2833
H: -4.1061 1.9691 -1.5954
H: -2.5235 1.4951 -3.4408
H: -2.8202 -0.4639 -4.7877
H: -4.7236 -1.9657 -4.3507
N: 2.5008 -4.3287 0.9856
C: 2.7807 -3.5818 -0.0889
C: 1.7864 -2.9907 -0.8473
C: 0.4587 -3.0674 -0.4642
C: 0.1818 -3.7087 0.7324
C: 1.2296 -4.3158 1.4372
H: 3.8560 -3.4958 -0.2868
H: 2.0250 -2.3186 -1.6751
H: -0.3385 -2.6985 -1.1424
H: -0.8439 -3.7630 1.1081
H: 1.0913 -4.8437 2.3753
N: -1.8537 -4.5359 -4.0978
C: -2.7395 -5.4824 -4.0489
C: -2.6842 -6.5408 -3.2318
C: -1.6029 -6.7521 -2.3422
C: -0.6961 -5.7009 -2.2994
C: -0.8140 -4.6476 -3.1996
H: -3.5582 -5.4173 -4.7788
H: -3.6027 -7.1443 -3.1845
H: -1.6214 -7.5667 -1.6058
H: 0.1183 -5.6734 -1.5903
H: -0.2122 -3.7667 -3.0602
C: -3.0701 3.2585 3.0654
C: -4.0228 2.5557 2.1351
O: -5.0643 1.8859 2.8647
C: -5.2768 0.5827 2.5700
O: -4.7830 -0.0063 1.6214
O: -6.2139 0.0911 3.3764
C: -6.5159 -1.3216 3.2372
H: -3.5793 4.0731 3.5352
H: -2.2880 3.6730 2.4327
H: -2.6804 2.5624 3.7814
H: -3.5018 1.8084 1.5091
H: -4.5313 3.2330 1.4262
H: -6.8997 -1.4803 2.1992
H: -7.2928 -1.5692 3.9769
H: -5.5418 -1.8418 3.2222
C: -3.8763 -3.5471 -0.6589
C: -5.3560 -3.5245 -0.9077
O: -5.9738 -4.2024 0.2594
C: -7.2630 -4.2564 0.4868
O: -7.8253 -4.9276 1.3106
O: -7.9166 -3.4723 -0.4456
C: -9.3553 -3.3643 -0.3290
H: -3.6293 -3.2028 0.3363
H: -3.4983 -2.8864 -1.4303
H: -3.3855 -4.4572 -0.8184
H: -5.7372 -4.1350 -1.7235
H: -5.7435 -2.5335 -1.0056
H: -9.6220 -2.2927 -0.2300
H: -9.7214 -3.9713 0.5047
H: -9.6901 -3.8116 -1.2038
C: 0.0423 -3.8705 -6.9778
C: 0.7094 -3.1448 -5.7969
O: 1.6658 -2.2051 -6.2794
C: 2.9223 -2.2200 -5.6486
O: 3.0618 -2.7014 -4.5642
O: 3.7862 -1.5904 -6.3996
C: 5.2151 -1.7789 -5.9871
H: -0.3590 -3.2756 -7.7913
H: -0.8150 -4.3710 -6.5205
H: 0.7215 -4.5909 -7.4020
H: 1.2217 -3.8883 -5.1724
H: -0.1075 -2.6374 -5.2834
H: 5.4068 -0.9398 -5.3131
H: 5.8768 -1.6347 -6.8639
H: 5.3382 -2.7125 -5.4956
C: -1.0547 -1.7888 8.2869
C: 0.2652 -1.4735 7.6693
O: 0.1911 -1.6654 6.2240
C: 1.2558 -1.3734 5.5137
O: 2.2600 -0.8420 5.8967
O: 1.0597 -1.7278 4.2698
C: 2.1786 -1.6209 3.2096
H: -1.4295 -2.7909 7.9898
H: -1.8051 -1.0168 8.0455
H: -0.9570 -1.9571 9.3634
H: 1.1150 -2.1310 7.9898
H: 0.5900 -0.4559 7.9568
H: 1.6885 -1.4526 2.2564
H: 2.7379 -2.5571 3.2322
H: 2.9075 -0.8505 3.4790
C: 6.8393 -1.0369 0.0515
C: 7.1369 -0.1129 -1.1084
O: 6.9017 -0.7197 -2.4359
C: 8.0039 -1.3398 -2.9247
O: 9.0629 -1.5491 -2.3287
O: 7.7852 -1.6125 -4.1703
C: 8.7009 -2.5574 -4.7254
H: 6.6557 -0.4886 0.9654
H: 7.6458 -1.7712 0.1353
H: 5.9464 -1.6273 -0.0016
H: 8.2273 0.1951 -1.0999
H: 6.3717 0.6933 -1.1366
H: 9.6421 -2.0631 -4.9664
H: 8.2514 -2.8886 -5.6405
H: 8.8957 -3.4413 -4.0660
C: 3.3199 0.2440 -1.8222
C: 2.4564 1.4538 -1.4329
O: 1.4063 1.1271 -0.5095
C: 0.4067 0.3555 -0.9467
O: 0.2055 -0.0903 -2.0603
O: -0.4531 0.1898 0.1006
C: -1.6567 -0.5281 -0.1997
H: 4.2202 0.5913 -2.3639
H: 2.6623 -0.4710 -2.3421
H: 3.7853 -0.2091 -0.9573
H: 1.9943 1.9430 -2.3320
H: 3.0777 2.2393 -0.9138
H: -1.6148 -1.5597 0.1973
H: -2.0151 -0.4022 -1.2187
H: -2.3720 -0.0833 0.4080
C: -4.6015 7.5394 0.8034
C: -3.3671 6.7286 1.0452
O: -3.1943 5.5983 0.0779
C: -2.0081 5.0582 0.1074
O: -1.1206 5.2323 0.8665
O: -1.8783 4.2095 -0.9426
C: -0.7002 3.4352 -0.9535
H: -5.5136 6.8793 0.7621
H: -4.5024 8.0421 -0.1704
H: -4.7524 8.3279 1.5694
H: -3.4378 6.2233 2.0276
H: -2.4773 7.2987 1.0093
H: 0.2302 4.0167 -1.1491
H: -0.8207 2.7971 -1.8622
H: -0.6756 2.8921 -0.0548
C: 4.2890 3.1091 -4.1313
C: 4.1047 4.5458 -3.6631
O: 3.5429 4.4435 -2.3133
C: 3.5291 5.5333 -1.5365
O: 3.9707 6.6145 -1.8605
O: 3.0199 5.1540 -0.3468
C: 2.9647 6.0477 0.7226
H: 3.3368 2.5713 -4.2299
H: 4.9241 2.5293 -3.4701
H: 4.7491 3.0804 -5.1485
H: 3.4132 5.1078 -4.2605
H: 4.9787 5.2018 -3.7214
H: 2.7873 7.0800 0.3819
H: 3.9147 5.9992 1.2348
H: 2.1798 5.6940 1.3159
C: -0.0008 0.7306 -5.4386
C: 1.3250 1.3799 -5.2978
O: 1.3218 2.7730 -5.8847
C: 0.8868 3.7000 -5.0138
O: 0.4155 3.4293 -3.9095
O: 1.1779 4.8824 -5.4235
C: 0.6436 6.0395 -4.6920
H: 0.2069 -0.2724 -5.0837
H: -0.1867 0.6272 -6.5575
H: -0.8584 1.2370 -5.0091
H: 2.1636 0.9349 -5.8910
H: 1.7092 1.5002 -4.2706
H: 1.0129 6.9656 -5.1900
H: 1.0454 5.9973 -3.6737
H: -0.4372 6.0217 -4.6651
C: -2.3244 -0.8276 4.2353
C: -2.2215 -2.2788 3.8834
O: -3.4570 -2.9263 3.6785
C: -3.4191 -4.2120 3.2134
O: -2.4838 -4.7467 2.6937
O: -4.6536 -4.6381 3.2431
C: -4.8658 -5.9325 2.5903
H: -1.2764 -0.4902 4.4909
H: -2.9038 -0.6877 5.1395
H: -2.6281 -0.1269 3.4041
H: -1.7027 -2.8251 4.7317
H: -1.7387 -2.4425 2.9025
H: -5.2543 -5.7386 1.6306
H: -5.7446 -6.3384 3.1616
H: -4.0884 -6.6223 2.5948

Löwdin population analysis, charges in e, atoms 1 to 6: number 1, C, carries -0.02; number 2, C, carries -0.18; number 3, O, carries 0.03; number 4, C, carries -0.38; number 5, O, carries 0.16; number 6, C, carries -0.55

---

Record 2
Here is a 7-piece molecular cluster, C63H133N7O7 overall from the OMol25 dataset. Energies are from ωB97M-V with the def2-TZVPD basis set.

As for the net charge: +1. The HOMO energy (alpha / beta) is -9.348 / -9.348 eV. As for the multiplicity: 2. The energy relative to the best compared isomer or geometry (same formula, charge and spin) is 1.085 eV.

Geometry (Å):
C: 0.1860 1.5426 0.4706
C: 0.1023 1.1573 -0.9816
C: 1.5876 0.8079 -1.4252
C: 1.6896 0.1898 -2.8084
C: 0.8252 -1.0497 -2.8592
C: -0.6831 -0.7766 -2.5003
N: -0.7315 -0.0245 -1.1500
O: -2.0875 0.0964 -0.6605
C: -1.4790 -0.1862 -3.7555
C: -1.1387 -2.1952 -2.1396
C: -0.3006 2.3948 -1.7973
H: 0.6981 2.4978 0.5867
H: 0.6142 0.7167 1.0387
H: -0.8282 1.6162 0.8632
H: 2.0272 1.8049 -1.4531
H: 2.1560 0.2764 -0.6620
H: 2.7142 -0.1657 -2.9175
H: 1.5191 0.9180 -3.6013
H: 1.3118 -1.7938 -2.2286
H: 0.8799 -1.4476 -3.8725
H: -2.5477 -0.3059 -3.5775
H: -1.2847 0.8640 -3.9734
H: -1.0233 -0.6723 -4.6182
H: -0.6409 -2.6246 -1.2702
H: -2.1827 -2.2175 -1.8269
H: -1.3172 -2.9061 -2.9463
H: 0.0172 3.3715 -1.4324
H: -1.3785 2.5505 -1.7516
H: -0.0085 2.4155 -2.8472
H: -2.0367 -0.3710 0.1765
C: -1.3519 6.5215 0.5275
C: -0.5147 7.6716 -0.1190
C: -0.0513 8.6936 0.9385
C: 1.1117 8.1987 1.8661
C: 2.2210 7.7014 0.9443
C: 1.8876 6.6088 -0.0965
N: 0.7221 7.1956 -0.8726
O: 0.3315 6.3753 -1.9444
C: 3.1057 6.4487 -1.0891
C: 1.6545 5.2304 0.4793
C: -1.2961 8.5267 -1.1092
H: -0.9401 6.0599 1.4250
H: -1.4164 5.7133 -0.2010
H: -2.3816 6.7003 0.8371
H: 0.3556 9.5761 0.4447
H: -0.8591 9.0122 1.5973
H: 0.8487 7.2955 2.4168
H: 1.3278 8.9415 2.6340
H: 2.9375 7.1403 1.5442
H: 2.7832 8.5728 0.6088
H: 3.8715 5.9111 -0.5298
H: 2.7592 5.9665 -2.0031
H: 3.5593 7.4260 -1.2541
H: 0.6749 4.9978 0.8969
H: 1.7141 4.5348 -0.3577
H: 2.3010 4.9075 1.2953
H: -1.6284 7.9009 -1.9374
H: -0.6851 9.1352 -1.7759
H: -2.1605 9.0943 -0.7647
H: 0.4936 6.8867 -2.7405
C: -8.4474 -3.4475 -3.5234
C: -7.2013 -3.1080 -2.5785
C: -7.3828 -3.9293 -1.2541
C: -6.9284 -5.3959 -1.3326
C: -5.4839 -5.4584 -1.8194
C: -5.1874 -4.7709 -3.2507
N: -5.9127 -3.4172 -3.2600
O: -5.7469 -2.6597 -4.4180
C: -3.6120 -4.5478 -3.4588
C: -5.7556 -5.6392 -4.3991
C: -7.2258 -1.6135 -2.0571
H: -8.5294 -4.5186 -3.7077
H: -8.4300 -3.0205 -4.5261
H: -9.3592 -3.1142 -3.0278
H: -6.9391 -3.3917 -0.4161
H: -8.4510 -3.8708 -1.0457
H: -7.5448 -5.7742 -2.1481
H: -7.2820 -5.9611 -0.4703
H: -5.4574 -6.5261 -2.0376
H: -4.7618 -5.1666 -1.0569
H: -3.4150 -4.0302 -4.3976
H: -3.3061 -4.0267 -2.5516
H: -3.0375 -5.4730 -3.4136
H: -5.8232 -5.1546 -5.3731
H: -5.1316 -6.5325 -4.3751
H: -6.8022 -5.8889 -4.2249
H: -7.0081 -0.9625 -2.9038
H: -6.6268 -1.4761 -1.1568
H: -8.1892 -1.2207 -1.7322
H: -5.1717 -1.9338 -4.1653
C: 0.5131 4.6794 7.3888
C: 0.7899 4.3329 5.8648
C: 1.4287 2.8797 5.7430
C: 0.4248 1.7109 5.6123
C: -0.5226 2.0017 4.4573
C: -1.3477 3.3466 4.6726
N: -0.4428 4.4638 5.0337
O: -1.0636 5.7543 5.0336
C: -2.1871 3.5528 3.3356
C: -2.3653 3.1446 5.8173
C: 1.9361 5.2397 5.4192
H: 1.2329 4.3677 8.1456
H: -0.4173 4.2205 7.7232
H: 0.3540 5.7337 7.6151
H: 2.2633 2.8115 5.0453
H: 1.8989 2.6683 6.7034
H: -0.1299 1.6245 6.5466
H: 0.7972 0.6864 5.6099
H: -1.1592 1.1633 4.1744
H: 0.0518 2.1319 3.5402
H: -2.7960 4.4565 3.3639
H: -1.5394 3.8114 2.4979
H: -2.7000 2.6540 2.9933
H: -3.1102 3.9328 5.7071
H: -2.8413 2.1675 5.8999
H: -1.8822 3.2431 6.7894
H: 1.9316 5.2147 4.3295
H: 2.9751 4.9669 5.6042
H: 1.7071 6.2784 5.6574
H: -0.8061 6.0331 4.1519
C: 4.5937 -3.6252 -3.4351
C: 5.1175 -3.2557 -4.8269
C: 4.5662 -4.4140 -5.6843
C: 4.5106 -4.1117 -7.1640
C: 3.7618 -2.8590 -7.4659
C: 4.3311 -1.6151 -6.6781
N: 4.5374 -1.9654 -5.2715
O: 4.9892 -0.8279 -4.5949
C: 5.5379 -0.9344 -7.3607
C: 3.1405 -0.5835 -6.7841
C: 6.6305 -3.2483 -4.8940
H: 3.5050 -3.6675 -3.4017
H: 4.8686 -2.9032 -2.6661
H: 4.9906 -4.6032 -3.1629
H: 5.2619 -5.2389 -5.5311
H: 3.5443 -4.6487 -5.3863
H: 4.1657 -4.9843 -7.7187
H: 5.5377 -4.1278 -7.5285
H: 2.7202 -3.0018 -7.1779
H: 3.7338 -2.5593 -8.5135
H: 5.3997 -0.9178 -8.4418
H: 5.5745 0.0992 -7.0164
H: 6.5260 -1.3728 -7.2209
H: 2.7363 -0.4504 -7.7877
H: 2.2773 -0.9292 -6.2153
H: 3.3028 0.3219 -6.1995
H: 7.0684 -4.1540 -5.3137
H: 7.1635 -2.9854 -3.9803
H: 7.0088 -2.5112 -5.6023
H: 4.3916 -0.7053 -3.8537
C: -5.4863 -3.4640 2.2635
C: -4.1748 -2.6158 2.4475
C: -4.7095 -1.2045 2.8299
C: -3.7150 -0.3236 3.5299
C: -3.0907 -1.0541 4.7097
C: -2.4235 -2.4395 4.2530
N: -3.3312 -3.2339 3.4462
O: -2.9116 -4.5601 3.1448
C: -1.0458 -2.1233 3.5932
C: -2.2182 -3.1518 5.5327
C: -3.4522 -2.4140 1.1458
H: -5.8525 -3.8486 3.2154
H: -5.3177 -4.3337 1.6285
H: -6.2544 -2.9583 1.6784
H: -4.9400 -0.5924 1.9580
H: -5.6773 -1.1876 3.3309
H: -4.1497 0.6280 3.8358
H: -2.9149 0.0036 2.8658
H: -3.8482 -1.2670 5.4640
H: -2.4351 -0.3227 5.1823
H: -1.1477 -1.4021 2.7822
H: -0.3600 -1.6767 4.3131
H: -0.6550 -3.0315 3.1345
H: -1.5415 -4.0052 5.4884
H: -1.7167 -2.4913 6.2399
H: -3.1832 -3.3654 5.9924
H: -4.0614 -2.1376 0.2853
H: -2.9497 -3.3330 0.8439
H: -2.6197 -1.7150 1.2250
H: -3.5735 -4.9968 3.6859
C: 7.0571 -1.9791 0.7178
C: 5.6850 -2.5300 1.1702
C: 5.8878 -3.1856 2.5519
C: 4.6134 -3.4082 3.3988
C: 3.8632 -2.0411 3.5977
C: 3.6050 -1.3460 2.2064
N: 4.8341 -1.3424 1.4265
O: 4.6683 -0.6841 0.2026
C: 2.4345 -2.1767 1.4854
C: 3.0327 0.0057 2.6222
C: 5.1714 -3.5637 0.2080
H: 7.3825 -1.2006 1.4079
H: 6.9910 -1.4773 -0.2475
H: 7.8642 -2.7117 0.7127
H: 6.2828 -4.2002 2.5004
H: 6.6235 -2.5384 3.0293
H: 4.6894 -3.9551 4.3386
H: 3.9941 -4.0671 2.7902
H: 4.4814 -1.3984 4.2245
H: 2.9587 -2.0725 4.2052
H: 2.4390 -2.0667 0.4010
H: 2.3356 -3.2276 1.7572
H: 1.4233 -1.7922 1.6191
H: 3.1632 0.7844 1.8708
H: 1.9559 0.1148 2.7513
H: 3.5243 0.2913 3.5522
H: 5.3632 -4.5901 0.5208
H: 5.7633 -3.4601 -0.7014
H: 4.0991 -3.5539 0.0127
H: 5.1974 0.1005 0.3644

Löwdin population analysis, charges in e, atoms 1 to 6: number 1, C, carries -0.03; number 2, C, carries -0.50; number 3, C, carries -0.11; number 4, C, carries -0.17; number 5, C, carries -0.14; number 6, C, carries -0.40

---

In the order shown, the computed E_tot values come out to -5785.208197 -3389.412447 Ha.